Formula: C30H31AgClN2O5P
Source: the OMol25 dataset
Level of theory: wB97M-V/def2-TZVPD

The geometry in ORCA input format:
```
! wB97M-V def2-TZVPD RIJCOSX def2/J DEFGRID3
* xyz 0 1
Ag -0.41 -0.21 -0.50
C 0.57 -2.65 1.32
C 2.04 -2.25 1.38
C 2.30 -1.44 2.65
C 2.50 -1.51 0.12
C 4.00 -1.21 0.10
O 4.08 0.22 0.22
C 2.81 0.69 0.12
N 1.89 -0.18 0.02
C 2.71 2.18 0.18
C 3.92 2.84 0.41
C 3.98 4.22 0.55
C 2.81 4.96 0.47
C 1.61 4.32 0.24
C 1.52 2.94 0.08
P -0.14 2.26 -0.34
C -0.57 3.09 -1.91
C -0.57 2.29 -3.05
C -0.88 2.84 -4.29
C -1.19 4.18 -4.40
C -1.20 4.98 -3.26
C -0.90 4.44 -2.02
C -1.20 3.06 0.92
C -0.77 3.17 2.24
C -1.63 3.60 3.23
C -2.95 3.91 2.93
C -3.40 3.79 1.62
C -2.53 3.37 0.62
H 0.32 -3.34 2.13
H 0.29 -3.12 0.37
H -0.08 -1.78 1.48
H 2.64 -3.17 1.42
H 1.66 -0.55 2.66
H 3.34 -1.11 2.73
H 2.07 -2.03 3.53
H 2.20 -2.09 -0.76
H 4.50 -1.50 -0.82
H 4.54 -1.64 0.95
H 4.82 2.26 0.48
H 4.93 4.70 0.72
H 2.84 6.04 0.59
H 0.71 4.91 0.19
H -0.36 1.23 -2.97
H -0.88 2.20 -5.16
H -1.43 4.61 -5.36
H -1.46 6.03 -3.34
H -0.94 5.08 -1.15
H 0.26 2.92 2.49
H -1.28 3.68 4.25
H -3.63 4.24 3.70
H -4.42 4.03 1.37
H -2.89 3.29 -0.40
N -2.88 -0.21 0.10
C -2.84 -0.84 1.36
C -2.64 -0.07 2.50
C -2.51 -0.68 3.74
C -2.60 -2.06 3.86
C -2.82 -2.82 2.72
C -2.94 -2.23 1.47
H -3.23 -0.77 -0.67
H -3.30 0.71 0.13
H -2.57 1.01 2.41
H -2.35 -0.06 4.62
H -2.50 -2.53 4.83
H -2.89 -3.90 2.80
H -3.09 -2.83 0.59
O -1.35 -3.11 -3.64
Cl -1.43 -1.98 -2.77
O -2.56 -1.15 -3.08
O -0.20 -1.19 -2.85
O -1.54 -2.43 -1.38
*
```

Calculated values
Strongest force on any atom (eV/Å): 0.3
E (eV): -70635.4648

For reference, the Mulliken charges in units of e are:
1 Ag 0.5782
2 C -1.4505
3 C 0.7547
4 C -1.5241
5 C -0.3665
6 C -0.7908
7 O -0.5095
8 C 0.0513
9 N 0.5446
10 C 0.2011
11 C -0.9302
12 C -0.7067
13 C -0.9526
14 C -0.1670
15 C 0.3418
16 P 1.4734
17 C 0.5216
18 C -0.4816
19 C -0.6731
20 C -0.5113
21 C -0.7910
22 C 0.0776
23 C 0.7540
24 C -0.6671
25 C -0.7421
26 C -0.5423
27 C -0.7114
28 C -0.8950
29 H 0.5329
30 H 0.3849
31 H -0.2148
32 H 0.3920
33 H 0.1278
34 H 0.4322
35 H 0.4694
36 H 0.6159
37 H 0.3204
38 H 0.3803
39 H 0.4953
40 H 0.3998
41 H 0.4513
42 H 0.2247
43 H 0.2913
44 H 0.4639
45 H 0.3921
46 H 0.4105
47 H 0.2807
48 H 0.3622
49 H 0.4384
50 H 0.3862
51 H 0.4204
52 H 0.5070
53 N -0.5591
54 C 0.2309
55 C 0.5661
56 C -0.6616
57 C -0.5530
58 C -0.6805
59 C -0.3147
60 H 0.2774
61 H 0.2000
62 H -0.0608
63 H 0.4247
64 H 0.3981
65 H 0.4119
66 H 0.3717
67 O -0.6860
68 Cl 1.7201
69 O -0.6589
70 O -0.6816
71 O -0.5951